(1)
This record from the Open Molecules 2025 dataset describes a structure of composition C53H49Cl3N8OSbY in a non-equilibrium geometry. The level of theory is ωB97M-V with the def2-TZVPD basis set.

Positions of all 116 atoms, in Å:
Y: 0.00000 0.00000 0.00000
C: -1.91447 0.74182 2.19072
C: -2.71045 0.07798 1.27889
C: -2.93293 0.62103 0.03049
C: -2.35785 1.83137 -0.30578
C: -1.55479 2.49361 0.60079
C: -1.33089 1.94726 1.84956
H: -1.75449 0.32564 3.17116
H: -3.15795 -0.86723 1.53864
H: -3.55600 0.10150 -0.68022
H: -2.53377 2.25962 -1.27941
H: -1.10338 3.43650 0.33496
H: -0.69660 2.46084 2.55706
Cl: 0.27530 3.77542 -4.37637
C: -0.59237 2.21838 -4.37776
Cl: -2.32794 2.50415 -4.66743
Cl: 0.06191 1.17334 -5.66511
C: -0.41594 1.55872 -3.07503
N: -0.27626 1.03669 -2.04412
N: 10.81825 -0.95674 -1.84538
C: 9.70748 -0.64014 -1.73249
C: 8.33534 -0.24900 -1.59312
C: 7.39473 -1.14831 -1.08632
C: 6.05337 -0.76866 -0.94917
C: 5.63757 0.51991 -1.31913
C: 6.58821 1.41865 -1.82760
C: 7.92826 1.03443 -1.96289
N: 4.27227 0.91107 -1.18126
C: 3.71317 2.13201 -1.49798
C: 2.37597 2.03464 -1.19406
N: 2.08157 0.79889 -0.69999
C: 3.22546 0.15009 -0.70246
H: 7.69663 -2.15304 -0.79337
H: 5.36714 -1.50992 -0.54948
H: 6.32674 2.42846 -2.13061
H: 8.64936 1.74773 -2.35990
H: 4.27637 2.95816 -1.90216
H: 1.61260 2.79404 -1.30722
H: 3.33682 -0.87037 -0.36594
N: 2.03406 -2.52449 1.46909
C: 1.36541 -1.69468 0.98614
H: 2.61169 -3.24145 1.88624
C: -4.89373 -2.89089 0.54867
C: -4.25424 -4.25114 0.51019
C: -5.04968 -5.39487 0.70133
C: -4.47749 -6.66766 0.67317
C: -3.10879 -6.81240 0.45453
C: -2.30699 -5.68558 0.26555
C: -2.86518 -4.39711 0.28987
Sb: -1.60025 -2.65507 -0.00248
C: 0.36242 -3.54405 -0.33079
C: 0.81002 -4.38514 0.70037
C: 2.06279 -4.99377 0.63980
C: 2.89883 -4.75651 -0.44735
C: 2.48681 -3.90200 -1.47106
C: 1.22315 -3.28181 -1.42718
C: 0.85070 -2.33648 -2.53166
C: -2.35461 -2.12378 -1.96931
C: -2.63641 -0.76000 -2.13089
C: -3.11461 -0.26686 -3.34459
C: -3.31730 -1.13250 -4.41643
C: -3.04725 -2.49433 -4.27543
C: -2.57028 -3.01035 -3.05559
C: -2.30545 -4.48592 -2.95079
H: -5.98597 -2.95646 0.73894
H: -4.74639 -2.37688 -0.42278
H: -4.43859 -2.28483 1.36033
H: -6.11461 -5.30355 0.87307
H: -5.09675 -7.54291 0.81983
H: -2.66665 -7.80029 0.42878
H: -1.25532 -5.82995 0.08751
H: 0.17916 -4.57032 1.56041
H: 2.38792 -5.64515 1.44092
H: 3.87334 -5.22565 -0.49221
H: 3.16284 -3.72024 -2.29808
H: 1.67731 -2.21550 -3.26378
H: 0.61689 -1.33699 -2.10957
H: -0.00978 -2.72346 -3.09526
H: -2.47804 -0.07380 -1.30881
H: -3.32493 0.78935 -3.45417
H: -3.68716 -0.74882 -5.35839
H: -3.21800 -3.14841 -5.12165
H: -2.48094 -5.00246 -3.91819
H: -3.00172 -4.93818 -2.22414
H: -1.25657 -4.67685 -2.64586
C: 10.73952 4.14996 3.04463
C: 9.73069 3.07309 2.77559
C: 10.11182 1.73042 2.71010
C: 9.16627 0.73910 2.42951
C: 7.82319 1.07033 2.22255
N: 6.94099 0.01546 1.92454
C: 5.57447 -0.04878 1.88611
O: 5.05025 -0.96683 1.26060
N: 4.90509 0.87748 2.63664
C: 3.51538 1.10161 2.66083
C: 3.00760 1.95593 3.64196
C: 1.64105 2.22629 3.68924
C: 0.82140 1.63719 2.74217
N: 1.27216 0.81508 1.77308
C: 2.60686 0.56197 1.75426
C: 7.44984 2.41574 2.25071
C: 8.39545 3.40862 2.53015
H: 11.68358 3.73134 3.40844
H: 10.36723 4.83741 3.81120
H: 10.94287 4.71096 2.12701
H: 11.14847 1.44330 2.87293
H: 9.49514 -0.29660 2.38903
H: 7.36012 -0.84281 1.58585
H: 5.45312 1.30773 3.36761
H: 3.66119 2.41561 4.37747
H: 1.22600 2.88204 4.44629
H: -0.24988 1.81687 2.73595
H: 2.91312 -0.09762 0.94867
H: 6.44363 2.73651 1.99881
H: 8.08511 4.45174 2.53343
H: 0.23035 -1.19010 -1.65303

**Lowest unoccupied orbital energy**: -5.2 eV
**HOMO**: -10.48 eV
**E_tot**: -4220.50923 Eh
**Charge**: +2
**Largest force on an atom**: 0.303 hartree/bohr
**HOMO-LUMO gap**: 5.304 eV

(2)
This record from the Open Molecules 2025 dataset describes a structure of composition C53H49IrN8P2 in a non-equilibrium geometry. The level of theory is ωB97M-V with the def2-TZVPD basis set.

Positions of all 113 atoms, in Å:
Ir: 0.29561 -0.18656 0.46660
C: 0.05621 -2.22279 -1.56994
N: 0.87831 -2.01138 -0.36424
C: 2.34695 -2.05511 -0.53418
C: 2.94229 -1.16451 0.51330
N: 2.22934 -0.18298 1.06815
C: 3.06435 0.48178 1.96130
C: 2.83559 1.57901 2.78731
C: 3.91182 2.05219 3.51106
C: 5.17560 1.45033 3.42628
C: 5.40463 0.34777 2.62705
C: 4.32100 -0.13161 1.90311
N: 4.19116 -1.17003 0.98122
C: -1.29565 -1.56545 -1.36890
N: -1.46272 -0.72818 -0.36548
C: -3.48730 0.16542 -1.41079
C: -4.83655 0.78142 -1.12409
C: -5.79550 1.04528 -2.01367
C: -5.73081 0.85999 -3.45497
C: -4.69911 0.37128 -4.14680
C: -3.54620 -1.08707 -2.32495
N: -2.25281 -1.81870 -2.23826
H: -0.07582 -3.28515 -1.79606
H: 0.54987 -1.76002 -2.42831
H: 0.61891 -2.72238 0.32504
H: 2.60594 -1.66686 -1.52429
H: 2.73438 -3.07164 -0.45376
H: 1.85428 2.02945 2.85442
H: 3.78203 2.90635 4.16176
H: 5.99327 1.86272 4.00100
H: 6.38237 -0.11190 2.56798
H: 4.92531 -1.81730 0.73459
H: -5.01532 1.02269 -0.08154
H: -6.72137 1.46304 -1.63744
H: -6.59487 1.19601 -4.01432
H: -4.75713 0.34336 -5.22745
H: -2.15241 -2.59263 -2.88125
C: -0.76422 -2.19257 3.36008
N: -0.57421 -0.91357 2.67709
C: -0.98759 0.14358 3.27836
C: -0.94622 1.41033 2.62980
C: -1.45244 2.65971 3.06654
C: -1.23101 3.53513 2.04004
C: -0.57414 2.79359 0.99660
N: -0.39857 1.52962 1.34947
C: 0.22131 -3.27674 3.00406
C: 1.53681 -3.20405 3.45338
C: 2.42713 -4.23368 3.18008
C: 2.01537 -5.34222 2.44960
C: 0.70513 -5.42285 1.99557
C: -0.18885 -4.39201 2.27215
H: -1.77458 -2.54835 3.13470
H: -0.73031 -2.02491 4.44181
H: -1.41903 0.10027 4.27992
H: -1.92979 2.85875 4.01327
H: -1.48505 4.58256 2.00304
H: -0.21227 3.17926 0.05767
H: 1.85580 -2.35635 4.05085
H: 3.43370 -4.19103 3.57768
H: 2.70422 -6.15635 2.26331
H: 0.36930 -6.30285 1.46139
H: -1.22832 -4.48077 1.96982
C: -0.15002 0.32282 -4.16584
N: -0.01183 1.33357 -3.11287
P: 1.31188 1.22869 -1.98387
C: 1.61789 2.98237 -1.58124
C: 2.22773 3.27400 -0.36150
C: 2.65600 4.56389 -0.08423
C: 2.48171 5.56605 -1.02774
C: 1.86608 5.28047 -2.24015
C: 1.43574 3.99346 -2.52155
C: 2.76889 0.96400 -3.06867
C: 3.89427 0.38216 -2.48665
C: 5.05942 0.20837 -3.21925
C: 5.10661 0.60786 -4.54583
C: 4.00065 1.21979 -5.12184
C: 2.84071 1.40928 -4.38799
P: -1.40264 1.95792 -2.28888
C: -2.76509 0.84548 -2.55300
C: -2.84688 -0.29604 -0.11068
C: -3.71594 -1.45976 0.36496
C: -4.56262 -2.17788 -0.46285
C: -4.61306 -2.01320 -1.84502
C: -3.41182 -0.13010 -3.55566
C: -1.96406 3.39475 -3.26946
C: -1.56303 3.66380 -4.57268
C: -2.11965 4.74492 -5.24255
C: -3.06090 5.55068 -4.61822
C: -3.46094 5.27783 -3.31627
C: -2.90519 4.20498 -2.63710
H: 0.82874 0.02029 -4.52834
H: -0.70693 0.74330 -5.00453
H: -0.67324 -0.57349 -3.82770
H: 2.36813 2.48460 0.36888
H: 3.13032 4.78562 0.86345
H: 2.83130 6.56911 -0.82323
H: 1.73384 6.05828 -2.98062
H: 0.97042 3.77903 -3.47185
H: 3.87345 0.10263 -1.43740
H: 5.93315 -0.23168 -2.75620
H: 6.00603 0.45755 -5.12720
H: 4.04296 1.56210 -6.14736
H: 2.00490 1.92392 -4.84347
H: -2.81096 0.48837 0.64545
H: -3.71551 -1.66398 1.42867
H: -5.23484 -2.89532 -0.00709
H: -5.31783 -2.51632 -2.49154
H: -2.77538 -0.51245 -4.34972
H: -0.83393 3.03691 -5.07222
H: -1.81685 4.95140 -6.26107
H: -3.47952 6.39787 -5.14434
H: -4.19994 5.90088 -2.83024
H: -3.20294 3.98969 -1.61517

**Multiplicity**: 6
**Lowest unoccupied orbital energy (spin up / spin down)**: -7.6 / -10.4 eV
**HOMO (spin up / spin down)**: -14.73 / -14.87 eV
**E_tot**: -3273.13431 Eh
**Charge**: +3
**Largest force on an atom**: 0.023 hartree/bohr
**HOMO-LUMO gap (spin up / spin down)**: 7.169 / 4.518 eV

(3)
This record from the Open Molecules 2025 dataset describes a structure of composition C53H50ClFO2PbS2Se in a non-equilibrium geometry. The level of theory is ωB97M-V with the def2-TZVPD basis set.

Positions of all 111 atoms, in Å:
Pb: -2.29703 -2.40153 1.25424
C: 0.67478 -3.78461 -2.79314
C: -0.05580 -4.35585 -1.54567
C: 0.61845 -4.43151 -0.32239
C: 2.07109 -3.90889 -0.26499
C: -0.02172 -4.93371 0.82162
C: 0.67483 -4.83106 2.13185
C: -1.28278 -5.53433 0.76072
C: -1.81120 -6.24923 1.97347
C: -1.97417 -5.40118 -0.41225
C: -3.43793 -5.83808 -0.52882
C: -1.36162 -4.78377 -1.54550
C: -2.16969 -4.52710 -2.81668
H: 0.19691 -3.97789 -3.76379
H: 1.66640 -4.23714 -2.85060
H: 0.85414 -2.69862 -2.77075
H: 2.73367 -4.78030 -0.40356
H: 2.35566 -3.43909 0.64855
H: 2.32154 -3.18984 -1.09197
H: 1.53874 -4.18815 2.13877
H: 1.08279 -5.83887 2.40268
H: -0.00120 -4.56590 2.99200
H: -1.98261 -5.62920 2.84323
H: -1.02997 -6.92393 2.26106
H: -2.73482 -6.76951 1.78615
H: -3.63598 -6.18377 -1.56162
H: -4.03572 -4.94351 -0.37338
H: -3.73439 -6.59753 0.17608
H: -1.77153 -5.07793 -3.69778
H: -2.21895 -3.47197 -3.11442
H: -3.16626 -4.85003 -2.64755
C: 5.62638 -0.47454 5.85951
C: 4.44948 -0.30189 4.95535
C: 4.52446 0.56573 3.86341
C: 3.52685 0.54653 2.89701
C: 2.50195 -0.33285 3.01480
C: 2.33819 -1.09411 4.18618
C: 3.29520 -1.02645 5.18222
S: 1.39486 -0.52987 1.65768
O: 0.75296 -1.84374 1.86333
C: 0.10957 0.64014 2.00546
C: -0.97057 0.12306 2.75418
C: -2.01792 0.94226 2.99682
C: -1.92610 2.31447 2.65394
C: -2.98395 3.19512 2.95247
C: -2.97744 4.51080 2.59074
C: -1.89716 4.99858 1.91292
C: -0.85130 4.19315 1.52941
C: -0.83195 2.83164 1.87463
C: 0.22754 1.93327 1.49201
C: 1.39294 2.41130 0.69862
C: 2.37793 3.28650 1.30064
C: 2.36428 3.58378 2.70315
C: 3.37680 4.31886 3.26767
C: 4.46537 4.78405 2.48949
C: 4.50575 4.44232 1.13067
C: 3.46977 3.70701 0.50767
C: 3.53394 3.30896 -0.86186
C: 2.64348 2.47463 -1.40618
C: 1.59957 2.00096 -0.60504
S: 0.41632 0.88799 -1.35770
O: 1.03528 0.03164 -2.40867
C: -0.37271 2.17400 -2.34737
C: -1.51097 2.76138 -1.79509
C: -2.16323 3.70672 -2.51946
C: -1.77510 4.14318 -3.75958
C: -2.47258 5.23887 -4.54720
C: -0.59769 3.56229 -4.27284
C: 0.11008 2.62625 -3.59525
H: 5.69632 0.32966 6.59214
H: 6.47513 -0.51948 5.21119
H: 5.66263 -1.38682 6.39882
H: 5.32668 1.28212 3.76032
H: 3.61420 1.14420 2.02966
H: 1.52458 -1.78975 4.38376
H: 3.15753 -1.65964 6.06349
H: -0.93919 -0.90519 3.13135
H: -2.87337 0.49020 3.55033
H: -3.82279 2.84630 3.51250
H: -3.77740 5.18705 2.91310
H: -1.81490 6.06486 1.64953
H: 0.00942 4.62679 1.06190
H: 1.55273 3.15908 3.22290
H: 3.39799 4.56134 4.32292
H: 5.26942 5.35512 3.00018
H: 5.32656 4.75749 0.55216
H: 4.39399 3.58476 -1.43267
H: 2.88550 1.98727 -2.36392
H: -1.95143 2.41686 -0.91739
H: -3.14621 4.02472 -2.07983
H: -3.41527 5.47982 -4.08060
H: -2.67395 5.08697 -5.62108
H: -1.82406 6.13515 -4.48862
H: -0.23467 3.80723 -5.30985
H: 0.91325 2.09276 -4.14515
Cl: -3.87626 -0.39557 -0.13016
Se: -3.54062 -3.15470 3.12692
F: -3.44825 2.34626 -6.60769
C: -3.23847 1.37605 -5.76751
C: -2.20183 0.48803 -6.06172
C: -1.67213 -0.36169 -5.14401
C: -2.29410 -0.45173 -3.83653
C: -1.79060 -1.25693 -2.82475
C: -3.43089 0.40735 -3.57916
C: -3.87472 1.34774 -4.46330
H: -1.75327 0.52967 -7.03730
H: -0.76196 -0.87455 -5.46086
H: -2.37688 -1.34951 -1.89568
H: -0.79669 -1.60998 -3.00501
H: -3.82519 0.41609 -2.57286
H: -4.60680 2.08663 -4.20681

**Lowest unoccupied orbital energy (spin up / spin down)**: -0.3 / -2.8 eV
**HOMO (spin up / spin down)**: -8.15 / -6.29 eV
**E_tot**: -6150.70770 Eh
**ΔE to the lowest compared entry with this formula, charge and spin**: 67.1 kcal per mole
**Largest force on an atom**: 0.084 hartree/bohr
**HOMO-LUMO gap (spin up / spin down)**: 7.846 / 3.471 eV

(4)
This record from the Open Molecules 2025 dataset describes a structure of composition C53H52BrN4NiO6 in a non-equilibrium geometry. The level of theory is ωB97M-V with the def2-TZVPD basis set.

Positions of all 117 atoms, in Å:
Ni: 13.74851 13.09619 12.96549
O: 18.64283 15.44296 14.18668
C: 18.80967 14.86391 12.96195
C: 20.11365 14.78232 12.32954
C: 20.32314 13.97565 11.30955
C: 19.27712 13.18265 10.73841
C: 18.05259 13.25383 11.33969
C: 17.77149 13.97312 12.50492
C: 16.31273 14.10842 12.99178
O: 15.53665 13.33474 12.21251
N: 16.17742 13.63593 14.47024
N: 14.84032 13.54928 14.81085
C: 14.53388 13.54675 16.06417
C: 13.16593 13.28979 16.53886
Br: 11.94098 12.58768 15.16503
C: 12.71814 13.49029 17.74016
C: 13.53137 14.21848 18.68970
C: 14.08060 15.47091 18.27942
C: 14.89364 16.18677 19.23692
C: 15.29614 15.60300 20.43777
C: 14.77055 14.36118 20.83589
C: 13.90645 13.70821 19.92813
H: 19.27271 16.13848 14.37837
H: 20.84936 15.43038 12.65893
H: 21.30380 13.95664 10.77459
H: 19.47068 12.60190 9.80721
H: 17.21425 12.78320 10.81560
H: 15.99474 15.19217 12.89142
H: 16.60526 14.24734 15.12680
H: 15.35950 13.67350 16.78095
H: 11.70610 13.35733 18.15062
H: 13.83131 15.85764 17.29312
H: 15.37139 17.12185 18.98848
H: 15.90087 16.07763 21.19150
H: 15.05630 13.98708 21.82923
H: 13.40322 12.79520 20.31148
C: 11.47927 13.92910 7.57716
C: 10.95899 14.61600 8.77640
C: 9.90529 15.66871 8.38844
O: 10.41514 13.75962 9.74171
C: 11.30519 13.58932 10.84048
C: 12.43540 14.56384 10.63317
O: 12.02032 15.36194 9.46653
C: 12.61924 15.54459 11.78459
O: 12.85858 14.74590 12.89908
C: 11.32362 16.38187 11.98468
C: 10.78015 16.19676 13.25535
C: 9.82990 17.06635 13.71116
C: 9.30266 18.11438 12.91353
C: 9.87474 18.29751 11.66036
C: 10.86969 17.42676 11.17781
C: 13.82784 16.48716 11.50760
C: 14.15104 17.47994 12.41847
C: 15.23897 18.28650 12.26675
C: 15.98253 18.16520 11.06592
C: 15.62066 17.24038 10.14480
C: 14.56959 16.37094 10.31120
C: 11.71226 12.15483 10.97338
O: 12.67685 11.93434 11.96903
C: 12.20441 11.64838 9.64997
C: 11.36307 10.96022 8.70438
C: 11.90264 10.42011 7.57330
C: 13.23941 10.51076 7.35109
C: 14.05252 11.17205 8.19335
C: 13.53416 11.71061 9.38795
C: 10.42829 11.31374 11.33915
C: 9.25544 11.87712 11.83760
C: 8.28012 11.04754 12.44908
C: 8.44192 9.68730 12.51842
C: 9.55879 9.13556 11.97166
C: 10.57157 9.94768 11.43110
H: 10.70830 13.28881 7.22062
H: 12.36615 13.40452 7.69094
H: 11.73013 14.53349 6.70800
H: 9.03691 15.22507 7.85148
H: 10.26091 16.48774 7.73355
H: 9.46880 16.13396 9.27967
H: 10.76827 13.91160 11.69603
H: 13.30810 13.89745 10.50254
H: 11.09123 15.45021 13.95474
H: 9.47672 17.05859 14.74584
H: 8.64589 18.73716 13.49669
H: 9.66866 19.15070 11.02931
H: 11.25508 17.69933 10.22762
H: 13.61350 17.46744 13.35618
H: 15.57745 19.01245 13.04680
H: 16.85096 18.78173 10.78105
H: 16.22793 17.09448 9.28389
H: 14.41620 15.49933 9.70982
H: 10.31513 10.97341 8.97652
H: 11.28669 9.97678 6.82800
H: 13.66484 10.33704 6.33704
H: 15.07490 11.25563 7.94119
H: 14.24821 12.00158 10.08948
H: 9.02233 12.88921 11.60770
H: 7.34890 11.57570 12.77358
H: 7.70218 9.00906 12.94251
H: 9.74795 8.06504 12.05550
H: 11.38881 9.45162 11.03596
N: 17.21851 7.55449 16.33812
C: 16.50688 7.92644 15.48984
N: 15.63079 8.40210 14.59618
C: 16.31544 9.19358 13.56129
C: 15.27864 9.72424 12.56478
C: 13.94373 9.00662 12.77856
C: 13.33161 9.25459 14.10460
C: 14.46313 9.13214 15.16805
H: 17.05415 8.53992 13.03285
H: 16.94828 9.96565 14.04182
H: 15.57789 9.41154 11.51260
H: 15.20715 10.79693 12.63869
H: 14.11495 7.95278 12.50766
H: 13.28590 9.35749 11.92107
H: 12.48296 8.58224 14.29235
H: 12.91854 10.31548 14.05785
H: 14.13811 8.49658 15.96916
H: 14.81668 10.14577 15.58617

**Multiplicity**: 3
**Lowest unoccupied orbital energy (spin up / spin down)**: 2.0 / 2.0 eV
**HOMO (spin up / spin down)**: -5.51 / -5.48 eV
**E_tot**: -6803.53308 Eh
**Charge**: -1
**ΔE to the lowest compared entry with this formula, charge and spin**: 0.0 kcal per mole
**Largest force on an atom**: 0.093 hartree/bohr
**HOMO-LUMO gap (spin up / spin down)**: 7.480 / 7.451 eV